56
Properties=species:S:1:pos:R:3:mulliken_charge:R:1 method="wB97M-V/def2-TZVPD" max_force_ev_per_a=1.9 orbital_gap_ev=9.1 smiles=CCN[C@H](C)CCS.O.O.O.O.O.O.O.O.O.O.O e_above_lowest_kcal_mol=32.5
C 0.2241 -2.7292 0.1726 -0.497
N -0.1435 -1.7990 -0.9069 0.331
C 0.4144 -2.1895 -2.2308 0.335
C -0.0394 -1.1577 -3.2782 -0.974
C -1.5467 -0.9805 -3.4075 0.080
S -1.8331 0.5672 -4.4010 -0.265
C 1.9399 -2.3150 -2.2946 -1.493
C 0.0995 -2.0651 1.5196 -1.176
H -0.4395 -3.5934 0.0281 0.205
H 1.2494 -3.1116 0.0548 0.394
H 0.1121 -0.8310 -0.7380 0.054
H -0.0476 -3.1664 -2.3635 0.508
H 0.4618 -0.2139 -3.0499 0.367
H 0.3220 -1.5688 -4.2289 0.413
H -2.1686 -1.7589 -3.8410 0.455
H -2.0092 -0.7335 -2.4560 -0.394
H -2.6721 1.1380 -3.5111 0.106
H 2.4745 -2.3435 -1.3536 0.259
H 2.2361 -3.1999 -2.8466 0.357
H 2.4015 -1.6101 -3.0040 0.420
H 0.6323 -2.7692 2.1712 0.407
H -0.9248 -2.0333 1.9111 0.347
H 0.4527 -1.0460 1.6064 0.160
H 4.5551 0.1324 -0.1797 0.296
H 3.3765 -0.5267 0.3861 0.266
O 3.6718 0.3656 0.1358 -0.541
H 0.6120 3.8692 -2.4021 0.306
H -0.3171 3.3806 -1.2727 0.386
O 0.5544 3.2495 -1.6710 -0.696
H 0.1371 3.9743 2.1869 0.195
H 1.1075 2.9456 2.5144 0.309
O 0.3034 3.3300 2.8840 -0.541
H 3.5184 -0.9728 2.3728 0.327
H 2.2714 -0.6718 3.1007 0.238
O 2.5638 -1.0109 2.2226 -0.590
H 1.1463 -0.3266 4.8165 0.326
H 0.2867 0.6896 4.0875 0.355
O 1.1921 0.3098 4.0926 -0.668
H -1.0465 0.4721 0.8209 0.108
H -2.2595 0.5857 1.7852 0.323
O -1.6953 1.0728 1.1841 -0.535
H -2.8694 -3.3592 -1.2320 0.320
H -2.0961 -2.0039 -1.2958 0.196
O -2.9444 -2.4439 -1.5172 -0.706
H -1.2288 2.4021 4.2679 0.308
H -1.3674 2.1049 2.9228 0.391
O -1.2902 1.5904 3.7401 -0.724
H -2.4006 3.7088 0.8776 0.317
H -0.8764 3.5085 0.7693 0.299
O -1.6618 3.7462 0.2681 -0.668
H 2.6270 3.3353 0.6559 0.298
H 1.5995 3.9873 -0.2454 0.346
O 1.8103 3.8480 0.7005 -0.657
H -3.8108 -0.0787 -0.6514 0.234
H -3.4486 -1.3201 0.0801 0.284
O -3.2161 -0.3839 0.0426 -0.503

14
Properties=species:S:1:pos:R:3:mulliken_charge:R:1 method="wB97M-V/def2-TZVPD" max_force_ev_per_a=0.7 orbital_gap_ev=10.6 smiles="C#CCCNC=O" e_above_lowest_kcal_mol=53.3
O -0.6926 -1.9904 -1.4565 -0.532
C 0.2522 -1.6254 -0.7904 -0.013
N 0.1392 -1.1761 0.5169 -0.199
C 0.7688 0.0495 1.0211 -0.635
C 0.0682 1.4183 0.6683 -0.519
C -0.7541 1.2082 -0.5148 -0.333
C -1.3269 0.7670 -1.4755 0.025
H 1.2849 -1.7234 -1.1675 0.341
H -0.8176 -1.3205 0.8195 0.280
H 1.7891 0.0883 0.6298 0.294
H 0.8173 -0.0450 2.1079 0.320
H -0.5338 1.8108 1.5002 0.287
H 0.8126 2.2027 0.4626 0.305
H -1.8075 0.3362 -2.3214 0.379

15
Properties=species:S:1:pos:R:3:mulliken_charge:R:1 method="wB97M-V/def2-TZVPD" max_force_ev_per_a=4.6 orbital_gap_ev=9.1 smiles="C=C1C[C@@H]2C[C@H]2S1" e_above_lowest_kcal_mol=80.5
C 2.5497 0.2707 -0.0360 -0.902
C 1.1919 0.2003 0.0776 0.466
C 0.2881 1.4546 0.1687 -0.776
C -1.0215 0.8688 -0.3996 -0.217
C -2.3846 0.2216 -0.0820 -0.356
C -1.1576 -0.3709 0.3646 -0.008
H 3.0354 1.3069 -0.0973 0.195
H 3.2044 -0.4996 -0.1655 0.365
H 0.3136 1.7665 1.2126 0.297
H 0.7477 2.2719 -0.4938 0.303
H -0.7021 0.6855 -1.4295 0.177
H -3.0176 0.5359 0.8351 0.193
H -2.9285 -0.0804 -0.9660 0.267
H -1.1974 -0.1375 1.4053 0.187
S 0.2343 -1.3575 -0.0538 -0.191

19
Properties=species:S:1:pos:R:3:mulliken_charge:R:1 method="wB97M-V/def2-TZVPD" max_force_ev_per_a=3.8 orbital_gap_ev=10.2 smiles="[H]/N=C/C(C)(C)C#CC" e_above_lowest_kcal_mol=77.7
C 0.5750 -1.3940 -1.1586 1.334
C 0.2190 -0.6348 -0.2855 -1.511
C -0.0977 1.5541 -0.1317 -0.517
C 1.0524 -2.1449 -2.3249 -1.255
C 0.7839 0.4531 1.8664 -1.356
C -1.7252 0.1224 1.1143 -1.520
C -0.3352 0.3489 0.6849 1.738
N -1.0981 2.2443 -0.4494 -0.581
H 0.8635 1.5306 -0.5715 0.432
H 0.2746 -2.6258 -2.8970 0.316
H 1.4139 -1.3292 -2.9374 0.284
H 1.8850 -2.7121 -1.9073 0.314
H 0.8387 1.3545 2.3783 0.439
H 1.7713 0.3077 1.3278 0.295
H 0.6813 -0.2214 2.7416 0.330
H -2.1586 1.0398 1.5850 0.337
H -1.7050 -0.8420 1.7916 0.342
H -2.3708 -0.0845 0.2311 0.331
H -0.8678 3.0335 -1.0577 0.246

8
Properties=species:S:1:pos:R:3:mulliken_charge:R:1 method="wB97M-V/def2-TZVPD" max_force_ev_per_a=3.0 orbital_gap_ev=8.2 smiles="ClC1=CC(Br)=C1I" e_above_lowest_kcal_mol=19.7
C 0.6730 -0.4499 0.7428 -0.322
C -0.6274 0.2751 0.7495 0.536
C 0.8497 -0.4040 -0.5771 0.031
C -0.8041 0.4253 -0.5627 -0.614
Cl -1.5836 0.8524 2.0110 -0.189
Br 2.1465 -0.9083 -1.8196 -0.074
I -2.0153 1.1569 -1.9928 0.225
H 1.3613 -0.9475 1.4490 0.407

20
Properties=species:S:1:pos:R:3:mulliken_charge:R:1 method="wB97M-V/def2-TZVPD" max_force_ev_per_a=5.8 charge=+1 orbital_gap_ev=9.1 e_above_lowest_kcal_mol=119.6
C -0.0365 1.4632 -1.0129 0.808
C -0.6563 0.2240 1.0393 -0.184
C 0.4949 -0.9100 -0.6030 0.528
C -0.5258 2.6313 -1.0601 -0.787
C 2.0914 0.4031 -1.8172 -0.999
C -0.3943 -2.4063 1.1169 -1.121
N 0.6928 0.4326 -1.1836 0.065
N -0.1823 -0.9442 0.5970 -0.017
N -1.5080 0.0844 2.0278 -0.180
O 1.0571 -1.8476 -1.0853 -0.516
H -0.8511 2.9892 -2.0189 0.302
H -0.7009 3.0839 -0.1414 0.295
H 1.9551 0.1117 -2.7576 0.410
H 2.5705 1.4427 -1.7765 0.329
H 2.6613 -0.3054 -1.3721 0.433
H -1.2049 -2.6901 0.6008 0.411
H 0.4882 -2.8309 0.7974 0.382
H -0.5275 -2.1849 2.1655 0.435
H -1.9197 0.9092 2.3508 0.255
H -1.7345 -0.7366 2.6052 0.151

9
Properties=species:S:1:pos:R:3:mulliken_charge:R:1 method="wB97M-V/def2-TZVPD" max_force_ev_per_a=4.0 charge=+1 orbital_gap_ev=8.2 smiles=[NH3+]C1SSS1 e_above_lowest_kcal_mol=1.0
C -0.5580 0.4091 -0.2058 -0.302
N -0.1492 -1.0519 -0.0562 -0.340
S -0.1858 1.2755 1.3546 0.006
S 0.6218 1.2674 -1.3841 0.015
S 1.7002 1.5074 0.4250 0.030
H -1.6154 0.6263 -0.3767 0.388
H -0.0658 -1.2404 0.9922 0.396
H 0.9536 -0.9634 -0.3285 0.475
H -0.7015 -1.8300 -0.4205 0.332

77
Properties=species:S:1:pos:R:3:mulliken_charge:R:1 method="wB97M-V/def2-TZVPD" max_force_ev_per_a=0.7 charge=+2 orbital_gap_ev=5.7 e_above_lowest_kcal_mol=10.6
W 1.1775 -0.3430 -0.1854 2.178
O 2.5606 -2.5800 -3.1832 -0.468
C 1.7798 -1.8821 -2.6158 -0.404
N 2.1062 -0.6616 -1.9304 0.302
C 3.2672 0.0240 -2.2814 0.880
C 3.9912 -0.1119 -3.4698 -0.885
C 5.0830 0.7043 -3.6514 -0.799
C 5.4569 1.6370 -2.6745 -0.682
C 4.7396 1.7858 -1.5095 -1.144
C 3.6165 0.9666 -1.3206 0.972
N 2.7675 0.8881 -0.2079 0.676
C 2.8888 1.8708 0.8185 -0.171
O 3.3714 2.9536 0.6863 -0.526
C 2.3625 1.3516 2.0990 0.779
C 2.6170 1.9930 3.2905 -0.848
C 2.2464 1.3550 4.4641 -0.463
C 1.6717 0.0975 4.3770 -0.997
C 1.4190 -0.4568 3.1346 -0.016
N 1.7317 0.1735 1.9943 0.167
C 0.3168 -2.0924 -2.5362 0.864
C -0.3912 -2.8764 -3.4132 -0.964
C -1.7809 -2.7897 -3.3774 -0.540
C -2.3773 -1.9174 -2.4859 -1.213
C -1.5879 -1.1900 -1.6061 -0.132
N -0.2605 -1.3021 -1.6207 0.094
H 3.7135 -0.8354 -4.2189 0.528
H 5.6608 0.6196 -4.5613 0.450
H 6.3218 2.2645 -2.8391 0.451
H 5.0321 2.5220 -0.7831 0.523
H 3.1221 2.9487 3.2723 0.579
H 2.4350 1.8121 5.4260 0.502
H 1.4153 -0.4654 5.2633 0.484
H 0.9929 -1.4403 3.0607 0.366
H 0.1406 -3.4994 -4.1189 0.584
H -2.3825 -3.3750 -4.0598 0.498
H -3.4499 -1.7886 -2.4531 0.562
H -2.0159 -0.5056 -0.8915 0.961
C -1.5619 -0.4817 1.7233 -1.936
N -0.4479 -1.2004 1.0718 0.393
C -0.2851 -2.4576 1.3686 -0.345
C 0.8982 -3.0899 0.9553 -0.476
C 1.4439 -4.3506 1.1007 -0.776
C 2.7313 -4.2957 0.5231 -1.049
C 2.9156 -3.0158 0.0485 -0.461
N 1.8112 -2.2512 0.3115 1.023
C -2.9708 -1.0013 1.4918 1.110
C -3.2982 -2.1990 0.8731 0.111
C -4.6287 -2.5802 0.7286 -1.090
C -5.6439 -1.7661 1.2004 -0.572
C -5.3244 -0.5678 1.8273 -0.712
C -4.0002 -0.1925 1.9725 -0.815
H -1.5018 0.5529 1.4003 0.132
H -1.3795 -0.4841 2.8032 0.610
H -1.0197 -2.9768 1.9802 0.948
H 0.9700 -5.2048 1.5579 0.586
H 3.4470 -5.0985 0.4627 0.512
H 3.7732 -2.6016 -0.4598 0.523
H -2.5308 -2.8645 0.4963 0.655
H -4.8664 -3.5232 0.2537 0.454
H -6.6775 -2.0637 1.0895 0.430
H -6.1092 0.0712 2.2091 0.452
H -3.7606 0.7416 2.4697 0.455
C -2.1472 4.1053 1.4190 -0.956
Si -2.0066 3.7020 -0.3973 -0.096
C -1.2773 5.0792 -1.3932 -0.994
C -3.6088 3.0663 -1.0904 -0.929
C -0.8189 2.2379 -0.4184 -0.331
C -0.0543 1.2789 -0.3646 -0.974
H -2.6190 5.0820 1.5446 0.415
H -1.1720 4.1459 1.9069 0.329
H -2.7664 3.3706 1.9376 0.241
H -1.9381 5.9470 -1.3316 0.340
H -1.1801 4.8085 -2.4454 0.340
H -0.2959 5.3786 -1.0236 0.333
H -4.3736 3.8398 -0.9870 0.370
H -3.9581 2.1801 -0.5558 0.281
H -3.5273 2.8251 -2.1514 0.320

53
Properties=species:S:1:pos:R:3:mulliken_charge:R:1 method="wB97M-V/def2-TZVPD" max_force_ev_per_a=0.3 charge=+1 orbital_gap_ev="7.7 / 7.7" e_above_lowest_kcal_mol=2.0
Os 0.3312 0.2062 0.0096 0.867
C 3.1226 -1.1268 0.1239 -1.028
N 2.4232 0.1785 0.0436 -0.224
C 2.7333 1.0030 1.2454 -1.038
C 1.9093 0.4561 2.4047 -0.683
N 0.5262 0.2810 1.9169 1.029
C -0.4542 0.0688 2.9106 -0.726
C -0.4954 -1.1023 3.6576 0.439
F 0.3865 -2.0805 3.3588 -0.391
C -1.4355 -1.3231 4.6443 0.103
F -1.4463 -2.4595 5.3238 -0.265
C -2.3898 -0.3483 4.8966 0.578
F -3.3030 -0.5450 5.8305 -0.269
C -2.3954 0.8224 4.1538 0.215
F -3.3129 1.7488 4.3832 -0.267
C -1.4351 1.0190 3.1743 0.125
F -1.4584 2.1519 2.4657 -0.315
C 2.7502 0.8078 -1.2661 -1.059
C 1.9391 0.1197 -2.3634 -0.729
N 0.5636 -0.1378 -1.8698 1.081
C -0.3955 -0.4384 -2.8672 -0.746
C -0.6373 0.4235 -3.9409 0.757
F 0.0172 1.5825 -4.0239 -0.356
C -1.5841 0.1545 -4.9128 0.076
F -1.7733 1.0135 -5.9015 -0.263
C -2.3581 -0.9910 -4.8352 0.706
F -3.2716 -1.2475 -5.7540 -0.270
C -2.1702 -1.8554 -3.7720 0.065
F -2.8950 -2.9609 -3.6652 -0.280
C -1.2082 -1.5684 -2.8201 0.098
F -1.0684 -2.4721 -1.8198 -0.497
H 4.1981 -0.9505 0.0637 0.378
H 2.8126 -1.7651 -0.6978 0.279
H 2.8916 -1.6356 1.0535 0.303
H 2.4199 2.0205 1.0160 0.441
H 3.8025 0.9932 1.4688 0.454
H 1.9372 1.1444 3.2518 0.539
H 2.3107 -0.4991 2.7586 0.410
H 3.8202 0.7307 -1.4723 0.511
H 2.4734 1.8582 -1.2070 0.441
H 2.3985 -0.8127 -2.7041 0.385
H 1.9153 0.7940 -3.2176 0.518
N -1.8021 0.5059 -0.1130 -0.522
N -1.9632 1.8254 -0.6130 -0.233
C -0.8888 2.7154 -0.4659 0.607
O -1.0354 3.8923 -0.6030 -0.610
O 0.2890 2.1275 -0.2406 -0.776
H -2.2378 -0.1339 -0.7735 0.347
H -2.2791 0.4004 0.7817 0.298
H -2.8714 2.2447 -0.4725 0.295
O 0.4443 -2.0090 0.4009 -0.450
H -0.0401 -2.5474 -0.2408 0.392
H 0.1897 -2.2794 1.2946 0.259

21
Properties=species:S:1:pos:R:3:mulliken_charge:R:1 method="wB97M-V/def2-TZVPD" max_force_ev_per_a=0.9 orbital_gap_ev=9.1 smiles="N/C=C/N.C=CCN" e_above_lowest_kcal_mol=44.5
N -0.5643 2.9604 -0.5858 -0.576
C -1.7710 2.2573 -0.1157 -0.452
C -1.9116 -0.1302 0.6747 -0.670
C -1.5411 0.7847 -0.2054 -0.106
H -0.7272 3.9551 -0.6621 0.227
H -0.3283 2.6321 -1.5156 0.194
H -2.6603 2.5325 -0.6944 0.312
H -1.9322 2.5720 0.9169 0.323
H -1.6246 -1.1678 0.5939 0.290
H -2.4011 0.1826 1.5911 0.242
H -1.0594 0.5032 -1.1414 0.204
C 1.8167 -1.2351 0.5364 0.015
C 1.0814 -1.8196 -0.4031 -0.495
N 1.2432 -3.2251 -0.7192 -0.650
N 1.7965 0.1077 0.9417 -0.509
H 2.4596 -1.8832 1.1225 0.294
H 0.3073 -1.3103 -0.9696 0.359
H 1.2833 -3.3315 -1.7187 0.271
H 0.3516 -3.6497 -0.4778 0.248
H 2.0904 0.1996 1.8947 0.269
H 0.8778 0.5263 0.8998 0.211

14
Properties=species:S:1:pos:R:3:mulliken_charge:R:1 method="wB97M-V/def2-TZVPD" max_force_ev_per_a=0.5 orbital_gap_ev=10.5 smiles="CC(=O)CNC=O" e_above_lowest_kcal_mol=15.4
C -2.1205 -0.8368 0.2103 -1.160
C -0.6147 -0.7264 0.2723 0.877
C -0.0152 0.6644 0.0395 -0.705
N 1.3927 0.7151 0.3199 -0.162
C 2.3473 0.5936 -0.6515 0.150
O 3.5149 0.3561 -0.4417 -0.535
O 0.1005 -1.6741 0.5019 -0.526
H -2.6008 -0.0391 0.7872 0.338
H -2.4247 -1.8109 0.5974 0.319
H -2.4640 -0.7440 -0.8268 0.303
H 1.9407 0.7785 -1.6664 0.249
H -0.5636 1.4015 0.6411 0.305
H -0.1829 0.9467 -1.0090 0.294
H 1.6903 0.3754 1.2259 0.252

20
Properties=species:S:1:pos:R:3:mulliken_charge:R:1 method="wB97M-V/def2-TZVPD" max_force_ev_per_a=4.9 charge=-1 orbital_gap_ev=7.3 smiles="C[C@@]1(C(=O)[O-])C=CC=CN1N" e_above_lowest_kcal_mol=50.0
C -0.5033 0.6774 2.0112 -0.371
C -1.6966 0.9588 1.2472 -0.537
C 0.5010 -0.0533 1.5008 -1.176
C -1.7739 0.5423 -0.0222 -0.097
C 1.3593 -1.5161 -0.3876 0.247
C 0.5297 -0.1894 0.0356 1.185
C 1.4045 0.9324 -0.6871 -1.630
N -0.8208 -0.2315 -0.5698 0.431
N -1.0253 -1.0044 -1.7017 -1.017
O 1.9263 -2.1511 0.5148 -0.735
O 1.2907 -1.8002 -1.6072 -0.714
H -0.4500 0.8783 3.0197 0.463
H -2.5188 1.6875 1.5729 0.203
H 1.3178 -0.3869 1.9655 0.588
H -2.7173 0.7760 -0.4527 0.387
H 1.9055 0.6590 -1.6439 0.359
H 2.0117 1.2511 0.0340 0.522
H 0.6682 1.7817 -0.8125 0.275
H -0.9455 -1.9966 -1.4887 0.307
H -0.4632 -0.8149 -2.5283 0.312